A cluster of 3 separate species, C4H13O4 in total at a distorted geometry. Source: the OMol25 dataset; level of theory: wB97M-V/def2-TZVPD.

The charge is -1. Its energy above the lowest of the compared OMol25 structures with the same formula, charge and spin is 0.404 eV. The value obtained for the lowest unoccupied orbital energy is 0.145 Eh.

Atoms and positions in Å:
C 1.1078 0.9801 -0.7434
C 1.6218 0.6965 0.6612
C 0.4929 0.3847 1.6736
O -0.7083 1.1449 1.5242
C 0.9469 -0.2935 -1.5859
O -0.0281 -0.1544 -2.6201
H 0.1341 1.4894 -0.7085
H 1.7514 1.6401 -1.2852
H 2.3012 1.4744 1.0143
H 2.2100 -0.2174 0.6540
H 0.2262 -0.6679 1.5156
H 0.8777 0.5680 2.6794
H 0.6030 -1.0735 -0.9021
H 1.8546 -0.5836 -2.1109
H -0.8844 -0.1495 -2.1213
H -1.1665 0.8032 0.6953
H -2.4958 0.2638 -0.9746
O -1.8416 -0.3411 -0.6653
H -2.6158 -1.7811 1.8053
H -2.0805 -1.7876 0.3839
O -2.3066 -2.3955 1.1107

---

A cluster of 3 separate species, C4H13O4 in total at a distorted geometry. Source: the OMol25 dataset; level of theory: wB97M-V/def2-TZVPD.

The charge is -1. Its energy above the lowest of the compared OMol25 structures with the same formula, charge and spin is 1.003 eV. The value obtained for the lowest unoccupied orbital energy is 0.146 Eh.

Atoms and positions in Å:
C 1.6615 0.0948 -0.6600
O 1.2852 0.0578 -2.0589
C 0.9343 1.2237 0.1010
C 0.2575 0.8389 1.4256
C -1.2175 0.2924 1.1857
O -1.3927 -0.6172 0.1952
H 1.2462 -0.8298 -0.2655
H 2.7409 0.2084 -0.7736
H 0.3292 -0.2089 -2.1680
H 0.3793 1.7551 -0.6754
H 1.6851 1.9467 0.4523
H 0.8004 0.0258 1.9054
H 0.0531 1.6790 2.0867
H -1.8045 1.2411 1.0292
H -1.5852 -0.0677 2.1786
H -0.5193 -1.8052 0.7786
H -0.2150 -3.0819 0.2144
O 0.0383 -2.6340 1.0289
H -1.9842 -0.2354 -2.5981
H -1.4440 -0.1066 -1.2074
O -1.2487 0.2228 -2.1747

---

A cluster of 3 separate species, C4H13O4 in total at a distorted geometry. Source: the OMol25 dataset; level of theory: wB97M-V/def2-TZVPD.

The charge is -1. Its energy above the lowest of the compared OMol25 structures with the same formula, charge and spin is 0.711 eV. The value obtained for the lowest unoccupied orbital energy is 0.147 Eh.

Atoms and positions in Å:
C -0.6860 -1.3271 0.7817
O -0.1233 -0.5409 1.8087
C -1.7764 -0.6445 -0.0135
C -1.2546 0.5851 -0.7836
C -0.6746 1.7873 -0.0090
O 0.6600 2.1393 -0.4132
H 0.0436 -1.7334 0.0680
H -1.0679 -2.2035 1.3331
H 0.6720 -0.1443 1.3360
H -2.6365 -0.4096 0.6218
H -2.0902 -1.3248 -0.8060
H -0.4174 0.1821 -1.3640
H -1.9823 0.8986 -1.5326
H -0.6017 1.6930 1.0679
H -1.2471 2.6454 -0.3568
H 2.9113 -1.4210 -1.7749
H 2.1958 -0.9233 -0.4869
O 2.2466 -1.6779 -1.1330
H 2.6742 0.5205 1.1080
H 1.2510 1.4523 -0.0397
O 1.9036 0.4465 0.5881

---

A cluster of 3 separate species, C4H13O4 in total at a distorted geometry. Source: the OMol25 dataset; level of theory: wB97M-V/def2-TZVPD.

Its energy above the lowest of the compared OMol25 structures with the same formula, charge and spin is 1.928 eV. The spin multiplicity is 2. The value obtained for the lowest unoccupied orbital energy (spin up / spin down) is 0.018 / -0.104 Eh.

Atoms and positions in Å:
C -2.1623 0.1991 1.2421
O -3.2068 -0.7173 0.7832
C -0.7121 -0.5127 1.2294
C -0.0960 -0.4625 -0.1729
C 1.0822 -1.4844 -0.4074
O 0.3404 0.6852 -0.4693
H -2.4719 0.4744 2.2380
H -2.0563 0.9275 0.4688
H -0.1423 0.1234 1.7996
H -1.0093 -1.5098 1.2706
H -0.7383 -0.5401 -1.0145
H 0.9344 -2.4593 0.1927
H 2.1308 -1.0943 -0.1934
H 1.1073 -1.5684 -1.5546
H 2.0979 0.9745 -1.9643
H 0.6287 1.1630 -2.1328
H -3.0499 -0.9604 -0.0647
O 1.4268 1.1431 -2.6653
H 2.3155 1.4044 0.9762
H 1.3859 1.9766 -0.0865
O 2.1953 2.2380 0.5251

---

A structure of composition C4H14BClCuNO4P2. Source: the OMol25 dataset; level of theory: wB97M-V/def2-TZVPD.

The value obtained for the lowest unoccupied orbital energy is -0.130 Eh.

Atoms and positions in Å:
C -2.9871 0.1254 -0.0726
O -2.4662 -1.1134 -0.3074
C -1.5010 -1.2110 -1.3767
C -0.2914 -2.0329 -0.9414
C 0.9286 -1.1883 -0.5146
B 0.6614 0.0479 0.5235
P 0.3054 -0.6641 2.3100
O 0.4645 0.6031 3.3804
Cl 2.1305 -1.5901 2.6920
P 2.0130 1.4489 0.3431
N 2.5533 2.2300 1.5554
O 1.2747 2.4763 -0.7668
O 3.2173 0.8647 -0.6152
H -3.5049 0.2031 0.8800
H -2.1328 0.8679 -0.0077
H -3.7883 0.3684 -0.8684
H -1.1475 -0.1880 -1.6404
H -2.0438 -1.6319 -2.2302
H -0.6462 -2.6740 -0.1279
H -0.0041 -2.6927 -1.7654
H 1.3940 -0.7983 -1.4328
H 1.6663 -1.8780 -0.0951
H -0.3893 0.6084 0.2423
H -0.4001 0.8116 3.7599
H 3.5596 2.3333 1.5953
H 0.7677 1.9359 -1.3919
H 3.0956 1.0647 -1.5519
Cu -2.7292 1.6731 -1.5753

---

A cluster of 3 separate species, C4H14BN3O5 in total at a distorted geometry. Source: the OMol25 dataset; level of theory: wB97M-V/def2-TZVPD.

The value obtained for the lowest unoccupied orbital energy is -0.006 Eh. As for the structure (SMILES): C[N+](=O)[O-].C[N+](=O)[O-].COCBN.

Atoms and positions in Å:
C 0.3146 3.1909 1.2382
N -0.1277 1.7703 1.2570
O -0.1547 1.2003 2.3540
O -0.4352 1.2676 0.1699
H 0.5524 3.5003 2.2582
H 1.1988 3.2522 0.6006
H -0.5074 3.7865 0.8362
C -0.5743 2.5458 -3.7018
N -0.8288 3.2618 -2.4226
O 0.1556 3.6846 -1.8050
O -2.0095 3.3790 -2.0744
H 0.5023 2.5173 -3.8825
H -0.9750 1.5353 -3.5991
H -1.0841 3.0968 -4.4948
C -0.8359 -3.5895 -0.3124
O -0.0360 -4.4042 0.6151
C 1.1812 -3.7108 1.0654
B 0.7169 -2.6998 2.3210
N 1.1117 -1.2154 2.1524
H -0.2073 -3.1129 -1.1772
H -1.6738 -4.2997 -0.7577
H -1.4249 -2.7003 0.2070
H 2.0277 -4.4634 1.4425
H 1.6870 -3.0917 0.1794
H 0.0945 -3.1112 3.2352
H 0.7773 -0.6728 2.9962
H 0.5546 -0.9172 1.2992

---

A cluster of 3 separate species, C4H14IN4 in total at a distorted geometry. Source: the OMol25 dataset; level of theory: wB97M-V/def2-TZVPD.

The charge is +1. Its energy above the lowest of the compared OMol25 structures with the same formula, charge and spin is 0.000 eV. The value obtained for the lowest unoccupied orbital energy (spin up / spin down) is -0.137 / -0.192 Eh.

Atoms and positions in Å:
C 1.4097 2.4449 0.5827
C 2.6336 0.3661 -1.0321
C -1.4302 -2.5400 1.2912
C 0.6264 1.3423 -0.0033
N -0.6532 1.1803 0.2867
N 1.2256 0.3950 -0.6802
N -1.1466 -1.7651 0.1457
N -2.0303 -1.6155 -0.7609
I -3.9869 0.4292 -0.2059
H 2.5119 2.3045 0.4719
H 1.1234 2.4555 1.5782
H 1.2867 3.4163 0.0489
H 2.7474 -0.6108 -1.3431
H 2.8938 1.0837 -1.9417
H 3.3510 0.6559 -0.1008
H -2.3691 -2.5384 1.5609
H -1.1249 -3.4878 0.9956
H -0.7182 -2.0699 2.0331
H -1.2254 1.9471 0.7477
H -1.1538 0.3469 -0.0535
H 0.7155 -0.2826 -1.1094
H -2.8920 -2.3092 -0.8456
H -1.7944 -1.1483 -1.6663

---

A cluster of 2 separate species, C4H14N in total at a distorted geometry. Source: the OMol25 dataset; level of theory: wB97M-V/def2-TZVPD.

Its energy above the lowest of the compared OMol25 structures with the same formula, charge and spin is 0.899 eV. The spin multiplicity is 2. The value obtained for the lowest unoccupied orbital energy (spin up / spin down) is 0.038 / 0.028 Eh.

Atoms and positions in Å:
C 2.9587 -1.2166 0.2673
C 1.9884 -0.0851 0.0131
H 2.5164 -2.1604 -0.0670
H 3.2624 -1.3296 1.3071
H 3.8740 -1.1252 -0.2995
H 2.2946 0.5404 -0.8404
H 0.9497 -0.2578 -0.2355
H 2.0106 0.6817 0.7813
C -1.7638 0.1392 1.1434
N -2.0728 -0.0144 -0.2973
C -1.6041 1.1537 -1.1595
H -2.3066 -0.5912 1.7329
H -0.7100 -0.0483 1.2864
H -2.0591 1.1335 1.4674
H -3.1119 -0.1656 -0.4536
H -1.6048 -0.8905 -0.6637
H -1.3691 1.9425 -0.4497
H -2.4714 1.4501 -1.7435
H -0.7813 0.8438 -1.7892